(1)
Here is a cluster of 2 separate species, C10H16O in total in a non-equilibrium geometry from OMol25. Energies are from the ωB97M-V functional and the def2-TZVPD basis.

Properties
Relative energy (zero: lowest compared OMol25 entry of this formula, charge and spin) = 44.4 kcal per mole
E_HOMO = -0.321 hartree
Structure (SMILES) = Cc1ccc(O)cc1.CCC

Each line ends with the natural charge from an NBO analysis.
CARTESIAN COORDINATES (ANGSTROEM)
H -1.16460 1.26853 2.64656  0.213
C 1.10128 -1.07570 1.73503  0.248
C -0.42548 0.76064 2.04659  -0.191
C 0.17390 1.42524 0.96119  -0.030
C 1.31978 0.88956 0.36866  -0.208
O 1.53469 -2.35759 2.09194  -0.696
H -0.58489 -1.18756 -3.89408  0.199
C -1.04576 0.78909 -3.21322  -0.602
H 2.81215 -0.67133 0.50348  0.221
H -1.79651 0.98433 -3.98658  0.203
C -0.02452 -0.52475 2.35030  -0.254
H 0.00242 -0.85071 -2.25257  0.201
C 1.89229 -0.28691 0.92177  -0.237
H 0.28941 3.21763 -0.14048  0.214
H -0.16997 1.27828 -3.62880  0.205
C -0.82937 -0.71123 -2.94230  -0.402
H -1.91242 -2.09492 -1.63967  0.207
H 1.11044 -2.92636 1.44761  0.476
C -0.48873 2.49075 0.16443  -0.643
H -0.80773 2.22824 -0.84084  0.221
H -1.28893 1.34850 -2.31976  0.192
H -2.74279 -0.50973 -1.96873  0.207
H -2.64207 -1.92433 -3.10887  0.208
C -2.12476 -1.30470 -2.37135  -0.616
H 1.89309 1.32918 -0.43450  0.216
H -0.78071 -0.97734 2.98717  0.228
H -1.24287 3.16288 0.57885  0.221

(2)
Here is a cluster of 2 separate species, C10H16O in total in a non-equilibrium geometry from OMol25. Energies are from the ωB97M-V functional and the def2-TZVPD basis.

Properties
Relative energy (zero: lowest compared OMol25 entry of this formula, charge and spin) = 32.0 kcal per mole
Expectation value of S² = 0.7669
E_HOMO (spin up / spin down) = -0.493 / -0.493 hartree
Spin multiplicity = 2
Net charge = +1

Each line ends with the Löwdin spin population.
CARTESIAN COORDINATES (ANGSTROEM)
H 2.22836 -0.95012 -0.13258  0.022
C 1.51339 1.01294 -0.35007  0.278
H 1.49757 1.30498 1.87201  -0.001
H -0.35046 -4.92818 0.65027  0.000
C -0.32328 1.73610 1.04736  0.076
H 1.42975 1.45082 -2.42670  0.001
C 0.84453 1.49495 -1.51734  0.059
C 0.97458 1.34622 0.92325  0.054
H -0.76588 -2.63420 1.87678  0.000
H 0.74852 -4.34788 1.87726  0.000
H -2.88378 2.04425 -0.85011  0.002
H 0.21497 -1.77621 0.87580  0.000
H -0.82216 1.85224 1.99240  0.001
C -1.56850 -2.65209 -0.03229  0.000
C -1.07348 1.86978 -0.16193  0.191
C -0.29280 -2.73739 0.88950  0.000
C 0.33171 -4.12189 0.89715  0.000
O -2.35080 2.12196 -0.04310  0.156
H 3.29026 0.30447 0.32157  0.011
H -2.47272 -2.76264 0.57329  0.000
H -0.83771 2.65209 -2.16879  0.002
H -1.68244 -3.62026 -0.52332  0.000
C -0.37133 2.07964 -1.39232  0.093
H 3.06905 -0.06725 -1.42060  0.002
H 1.20686 -4.18290 0.24190  0.000
H -1.55341 -1.76920 -0.65999  0.000
C 2.61211 0.01795 -0.44452  0.053

(3)
Here is an isolated molecule of C10H16O2SSi in a non-equilibrium geometry from OMol25. Energies are from the ωB97M-V functional and the def2-TZVPD basis.

Properties
Relative energy (zero: lowest compared OMol25 entry of this formula, charge and spin) = 25.4 kcal per mole
E_HOMO = -0.328 hartree
Structure (SMILES) = CC1(C)CCO[Si@](C)(c2cccs2)O1

Each line ends with the natural charge from an NBO analysis.
CARTESIAN COORDINATES (ANGSTROEM)
C -1.28438 0.16670 -1.80293  -0.479
C -0.73678 1.22692 -0.76156  0.289
H -0.76200 3.36314 -0.89408  0.214
H -0.90799 2.34188 -2.42894  0.199
H -2.08894 0.69898 -2.16499  0.217
H -2.71274 -1.06988 -0.88766  0.191
O 0.28141 0.81631 0.04065  -0.846
H 0.66900 2.43538 -1.65234  0.220
H -1.59184 -1.74284 -2.21243  0.185
H 3.60625 -1.34306 3.96521  0.227
C 1.96125 -2.66934 3.77641  -0.379
C 2.00514 -1.60980 -1.32855  -1.165
C 2.37573 -1.11577 2.16668  -0.252
H -1.80455 1.94441 0.98943  0.223
O -0.90169 -1.67308 -0.27229  -0.910
C -1.98476 1.50725 0.04656  -0.634
Si 0.57896 -1.21044 -0.05294  2.109
H -2.60687 0.62028 0.19493  0.190
H 1.86855 -3.16445 4.72123  0.229
S 0.58011 -2.89443 2.70670  0.442
C 1.16335 -1.60166 1.71002  -0.709
H -0.64743 0.03895 -2.68394  0.195
H 2.60766 -0.08222 1.86647  0.237
C 2.69864 -1.59872 3.47050  -0.258
H 1.67821 -1.54139 -2.34741  0.240
C -1.73406 -1.21406 -1.28523  -0.065
C -0.37497 2.53526 -1.54168  -0.629
H -2.70589 2.08340 -0.57758  0.195
H 2.79556 -0.85381 -1.41521  0.264
H 2.63700 -2.57757 -1.20284  0.260

(4)
Here is an isolated molecule of C10H16P2S in a non-equilibrium geometry from OMol25. Energies are from the ωB97M-V functional and the def2-TZVPD basis.

Properties
Relative energy (zero: lowest compared OMol25 entry of this formula, charge and spin) = 25.8 kcal per mole
E_HOMO = -0.262 hartree
Structure (SMILES) = Cc1cc(C)c([PH2]2SP2C)c(C)c1

Each line ends with the natural charge from an NBO analysis.
CARTESIAN COORDINATES (ANGSTROEM)
H 1.52059 1.90882 1.64682  0.221
C -1.64468 -0.97026 -0.24735  -0.229
C 0.19829 -2.62759 -0.37174  -0.640
H 0.24817 2.93167 0.90846  0.229
H -4.33891 0.09746 0.41680  0.224
P 2.98411 -0.70521 -1.18029  0.195
C -1.57881 1.07491 0.89932  -0.229
P 2.15452 -0.54745 1.00025  0.789
C 0.47004 -0.31204 0.68964  -0.406
S 3.48622 0.93354 0.29849  -0.375
H 2.43203 -0.37105 2.41238  -0.089
H -2.17033 1.92452 1.26587  0.204
H -3.88650 0.12026 -1.31499  0.229
H -2.22736 -1.82733 -0.64060  0.203
H -0.01387 2.42365 2.55676  0.226
H 2.74913 1.58278 -2.47453  0.238
H 0.58954 -2.99099 0.57263  0.218
H 2.58947 -0.05182 -3.41294  0.218
H 1.19208 0.45982 -2.54448  0.224
H -3.92665 1.66325 -0.17593  0.222
H -0.57106 -3.28079 -0.71777  0.223
C -0.16495 0.87445 1.18798  0.059
C -3.67190 0.55574 -0.28448  -0.636
H 1.02167 -2.47724 -1.05395  0.233
C 2.33472 0.58805 -2.48842  -0.923
C -2.29504 0.21796 0.16886  0.015
C 0.52160 2.12521 1.64973  -0.641
C -0.36376 -1.33608 0.12759  0.031
H 2.36164 -1.98425 1.10588  -0.033

(5)
Here is a cluster of 2 separate species, C10H16S in total in a non-equilibrium geometry from OMol25. Energies are from the ωB97M-V functional and the def2-TZVPD basis.

Properties
Relative energy (zero: lowest compared OMol25 entry of this formula, charge and spin) = 10.3 kcal per mole
E_HOMO = -0.311 hartree
Structure (SMILES) = Cc1ccccc1.CCSC

Each line ends with the natural charge from an NBO analysis.
CARTESIAN COORDINATES (ANGSTROEM)
H -2.15346 1.46187 -0.16403  0.214
H 0.70839 -0.68690 -2.13725  0.220
H -2.50918 -0.23475 -0.66005  0.217
H 0.15726 2.18384 -0.40145  0.235
H -3.38474 1.05837 -1.41510  0.225
H -0.30221 -0.74212 -0.69016  0.224
C -2.42594 0.79577 -0.97655  -0.732
C 0.17349 0.71700 2.21401  -0.220
H -0.50432 1.52904 2.45370  0.206
C 1.00923 0.88658 1.11328  -0.007
C -0.31103 -0.78943 -1.77085  -0.526
H 2.63991 -2.07414 1.34878  0.211
H 1.04164 3.01427 0.95214  0.220
H -0.40649 -2.46002 -3.16544  0.213
C 1.92780 -0.12057 0.81539  -0.223
H 1.82433 2.15090 -0.39635  0.215
C 0.21023 -0.41406 2.99693  -0.201
H -1.99782 -1.96615 -2.43877  0.214
C -0.92933 -2.09392 -2.28005  -0.629
C 1.92921 -1.28486 1.56967  -0.206
H 0.94603 -2.41186 3.10852  0.213
H -0.38216 -0.54757 3.88792  0.213
C 0.99024 2.15724 0.30944  -0.646
C 1.11757 -1.43419 2.67572  -0.229
H 2.46401 -0.01755 -0.11907  0.211
H -0.78033 -2.92786 -1.58398  0.208
S -1.21010 0.69375 -2.34197  0.159

(6)
Here is a cluster of 2 separate species, C10H16S in total in a non-equilibrium geometry from OMol25. Energies are from the ωB97M-V functional and the def2-TZVPD basis.

Properties
Relative energy (zero: lowest compared OMol25 entry of this formula, charge and spin) = 34.9 kcal per mole
E_HOMO = -0.310 hartree
Structure (SMILES) = Cc1ccccc1.CCSC

Each line ends with the natural charge from an NBO analysis.
CARTESIAN COORDINATES (ANGSTROEM)
H -1.85776 -1.85014 2.33373  0.211
H 2.69670 1.81858 2.43268  0.227
H 2.32896 0.66497 -3.31569  0.205
C 2.62159 1.40675 -2.49190  -0.614
C -2.46223 0.75914 -0.44393  -0.199
C -2.09574 -1.48502 0.30948  -0.001
H 3.85726 0.67735 1.71128  0.207
C -2.22985 1.21439 0.86307  -0.226
H 3.65347 1.72147 -2.40339  0.221
C 2.20916 0.58561 -1.17670  -0.519
H -2.49772 -3.48577 -0.05147  0.225
H 2.91784 -0.23111 -1.09899  0.205
H 1.24573 0.11017 -1.36076  0.207
H 2.20769 0.09448 1.85740  0.218
H -2.26295 0.59747 2.95537  0.215
H -2.64110 -0.86282 -1.73731  0.212
H 1.86577 2.20872 -2.58837  0.210
C -1.56100 -2.88695 0.03695  -0.652
C -2.16401 0.30630 1.91543  -0.202
H -2.40842 2.26447 0.99139  0.214
H -2.41140 1.39389 -1.32527  0.212
H -0.78683 -3.34984 0.70472  0.224
C -2.06203 -1.05169 1.62634  -0.226
C -2.38900 -0.60164 -0.72360  -0.227
S 2.34209 1.87880 0.13115  0.141
H -0.93468 -2.87558 -0.86862  0.219
C 2.81849 0.97800 1.71701  -0.707

(7)
Here is a cluster of 2 separate species, C10H16SSi in total in a non-equilibrium geometry from OMol25. Energies are from the ωB97M-V functional and the def2-TZVPD basis.

Properties
Relative energy (zero: lowest compared OMol25 entry of this formula, charge and spin) = 122.7 kcal per mole
E_HOMO = -0.339 hartree
Structure (SMILES) = CC(C)(C)[SiH2]S.C1=C=CC=CC=1

Each line ends with the natural charge from an NBO analysis.
CARTESIAN COORDINATES (ANGSTROEM)
H 2.61459 0.94389 2.51494  0.248
H -3.83956 1.52211 -0.95301  0.208
H -2.49100 1.22673 -1.99888  0.216
H -3.85979 -0.89340 0.90099  0.211
H -1.90469 2.20771 0.47730  0.200
C -1.41345 1.35286 0.27267  -0.598
C 4.39732 0.17996 1.13010  -0.214
Si -1.48139 -1.36180 -0.71590  0.979
C -3.19251 0.77614 -1.29439  -0.603
H 5.63379 -0.73426 -0.45746  0.221
C 2.68121 0.40245 -0.83083  0.010
C 4.71793 -0.15707 -0.19199  -0.221
H -0.65877 1.58688 -0.47643  0.210
C 3.88855 -0.10813 -1.26367  -0.248
H -3.63914 0.72370 1.43041  0.203
H -1.63902 -1.62674 -2.18516  -0.173
H -2.58365 -0.34823 2.00561  0.218
H 5.22584 -0.00084 1.81521  0.226
H -3.82445 0.02561 -1.83947  0.214
H -0.86400 1.08082 1.19476  0.207
C -3.13402 -0.11824 1.11697  -0.612
C 2.38520 0.75510 0.35766  0.014
C 3.10941 0.64186 1.55658  -0.260
H -0.00162 -3.28166 0.26337  0.156
C -2.36987 0.22791 -0.15679  -0.437
S 0.41649 -2.04033 0.09601  -0.420
H -2.37797 -2.49533 -0.56129  -0.182
H 4.20455 -0.48769 -2.20731  0.227

(8)
Here is a cluster of 2 separate species, C10H16Si in total in a non-equilibrium geometry from OMol25. Energies are from the ωB97M-V functional and the def2-TZVPD basis.

Properties
Relative energy (zero: lowest compared OMol25 entry of this formula, charge and spin) = 157.9 kcal per mole
E_HOMO (spin up / spin down) = -0.296 / -0.296 hartree

Each line ends with the natural charge from an NBO analysis.
CARTESIAN COORDINATES (ANGSTROEM)
H -1.78012 -2.52038 -1.38475  0.204
H -1.40523 3.24108 3.23392  0.251
H 1.50751 -1.99045 -0.90504  0.217
C 2.75910 0.85640 1.00974  -0.664
H 3.82430 0.70596 0.82300  0.210
H 2.61450 1.90888 0.74697  0.220
C -1.73483 -1.51132 1.06295  -0.618
H -0.90984 2.79981 -3.71163  0.226
C 2.01813 -1.35449 -0.11945  -0.668
C 1.95921 0.14975 -0.13826  -0.208
H 3.04655 -1.58150 -0.22537  0.206
H -0.40713 -1.46944 -1.32065  0.203
C -1.11535 1.94730 1.34052  -0.552
Si -0.65676 0.88068 -0.06303  1.321
H 1.73321 -1.73511 0.82802  0.207
H -2.07208 -0.91340 1.85205  0.214
C -0.89140 2.44232 -2.72231  -0.204
C -0.82395 2.06446 -1.58505  -0.463
H -2.34807 -2.50108 0.90174  0.208
H -2.90642 -0.37944 -0.32017  0.226
H -0.71136 -1.82879 1.43134  0.205
H 2.38047 0.70365 2.05205  0.221
C -1.44806 -1.52457 -1.42834  -0.613
C -1.83290 -0.70085 -0.22259  -0.591
H -1.78755 -1.05293 -2.29777  0.214
C -1.20664 2.77369 2.21676  -0.155
H 2.19472 0.58978 -1.05463  0.182

(9)
Here is a structure of composition C10H17Cl2F5O3TeV in a non-equilibrium geometry from OMol25. Energies are from the ωB97M-V functional and the def2-TZVPD basis.

Properties
Expectation value of S² = 0.7805
E_HOMO (spin up / spin down) = 0.020 / 0.018 hartree
Spin multiplicity = 2
Net charge = -2

Each line ends with the Löwdin spin population.
CARTESIAN COORDINATES (ANGSTROEM)
H -3.38566 1.67890 0.98029  -0.001
H -1.74258 3.07009 -1.96737  -0.001
C -1.15267 -2.41651 -2.16847  -0.002
C -1.93689 -0.83540 -0.24843  -0.006
H -1.96512 -2.55249 -2.89385  -0.001
H -0.20610 -2.53099 -2.70581  0.000
C -2.49106 -1.84496 0.57022  -0.007
Cl 2.00098 1.07123 -1.02506  0.025
F 3.91184 2.04760 1.26020  0.000
H -0.00599 2.85514 -1.76214  0.000
H -1.37348 -2.63845 1.32033  -0.001
C -1.82297 0.58508 0.01084  -0.015
C -1.25167 -1.09306 -1.51481  -0.012
F 3.16962 2.28325 3.82043  0.000
H 0.24721 1.32778 -3.48921  0.000
F 4.74166 0.17242 4.41815  0.000
H -2.82586 -2.72178 0.02232  0.000
H 0.12093 -3.09225 1.19077  0.001
H -1.06222 0.34235 -4.16720  0.001
C -1.17287 1.19101 -1.10701  -0.015
F 5.42337 -0.05356 1.88428  0.000
H 0.43945 -0.42364 -3.65033  0.000
Te 4.26585 1.08643 2.84296  0.000
H -1.23017 -3.20070 -1.41290  0.000
H -1.03390 3.18164 -0.34972  0.000
V 0.33857 -0.22070 -0.09624  1.082
O -0.69116 -3.29309 1.70280  -0.004
H -1.73598 2.10913 1.48181  0.000
C -0.27183 0.36922 -3.40603  0.002
H -3.08858 -1.53881 1.41863  -0.001
O 0.39024 0.20790 1.50492  -0.079
Cl 1.53419 -2.15531 -0.33870  0.031
H -2.47786 0.57698 2.02628  0.000
C -0.97702 2.65020 -1.30377  -0.001
F 5.72297 2.26024 3.14075  0.000
H 1.97959 0.24713 2.26080  -0.001
C -2.38576 1.27818 1.19205  -0.001
C -0.84190 0.15351 -2.05429  0.007
O 2.84283 -0.13373 2.61248  -0.001

What E_tot values result from the calculations? In sequence: -12675.8009 -12667.7915 -33436.8191 -40039.3563 -21464.4024 -21463.3375 -29337.8693 -18501.1071 -88405.6605 eV.